{
  "formula": "C3H4NO",
  "method": "ωB97M-V with the def2-TZVPD basis set",
  "de_lowest_ev": 2.3668,
  "largest_force_ev_per_a": 5.20,
  "gap_ev": [6.95, 6.95],
  "total_charge": -1,
  "total_energy_ev": -6708.42066,
  "multiplicity": 1,
  "species": ["C", "C", "C", "N", "O", "H", "H", "H", "H"],
  "xyz": [[-0.2338, -0.3368, -0.8696], [-1.3787, 0.0707, -0.3137], [1.1547, -0.1289, -0.2943], [0.6746, -0.3193, 1.0349], [0.1363, 0.6765, 1.5942], [-1.3759, 0.4304, 0.8077], [-2.3540, 0.0421, -0.6968], [1.7553, -1.0797, -0.5004], [1.6216, 0.6450, -0.7619]],
  "mulliken_charge": [-0.316, -0.792, 0.027, -0.323, -0.480, 0.155, 0.280, 0.132, 0.316]
}

{
  "formula": "C3H9NO2",
  "method": "ωB97M-V with the def2-TZVPD basis set",
  "de_lowest_ev": 2.2853,
  "largest_force_ev_per_a": 7.75,
  "gap_ev": 10.20,
  "total_energy_ev": -8840.66992,
  "multiplicity": 1,
  "species": ["C", "C", "O", "O", "H", "H", "H", "H", "C", "N", "H", "H", "H", "H", "H"],
  "xyz": [[-0.9364, -0.6078, 1.7728], [-0.1752, 0.5332, 1.7754], [-0.6068, 1.6674, 1.8896], [1.1312, 0.3393, 1.9782], [-0.5639, -1.4501, 0.8947], [-1.9017, -0.4063, 1.4900], [-0.9174, -1.2011, 2.6756], [1.5979, 1.2257, 2.1525], [0.1398, 0.5089, -2.2228], [0.5543, -0.8640, -1.8630], [-0.5926, 0.8242, -1.4873], [-0.6791, 0.2692, -3.0677], [0.7606, 1.3314, -2.3588], [1.1074, -0.7546, -1.0194], [1.0819, -1.4155, -2.6097]],
  "mulliken_charge": [-0.907, 0.777, -0.592, -0.483, 0.220, 0.331, 0.306, 0.350, -0.798, -0.477, 0.271, 0.307, 0.283, 0.184, 0.228]
}

{
  "formula": "C12H14IN2",
  "method": "ωB97M-V with the def2-TZVPD basis set",
  "de_lowest_ev": 4.0762,
  "largest_force_ev_per_a": 6.33,
  "gap_ev": 8.24,
  "total_charge": 1,
  "total_energy_ev": -23740.81694,
  "multiplicity": 1,
  "species": ["C", "C", "C", "C", "C", "C", "C", "C", "C", "C", "C", "C", "N", "N", "I", "H", "H", "H", "H", "H", "H", "H", "H", "H", "H", "H", "H", "H", "H"],
  "xyz": [[0.8967, 2.2065, 2.1952], [0.1379, 3.3547, 1.9015], [0.9698, 1.0794, 1.5092], [-0.6341, 3.2350, 0.7472], [0.1113, 0.8934, 0.4293], [-0.1144, -0.2606, -0.5014], [-0.6681, 2.0068, 0.0829], [-1.1927, 0.7007, -1.7325], [0.9022, -0.4973, -1.5933], [0.8505, -2.0007, -1.9875], [-0.0796, -1.7854, 0.2569], [-1.3012, -1.9781, 1.1706], [-1.2558, 1.8430, -1.1521], [-0.1209, -2.6177, -1.0197], [1.8514, -2.3705, 1.2104], [1.5992, 2.2660, 3.1091], [0.1359, 4.3247, 2.4012], [1.6560, 0.2492, 1.7719], [-1.1904, 4.0293, 0.3857], [0.6623, -0.0131, -2.5472], [1.9974, -0.1996, -1.4121], [0.4671, -2.1943, -2.9910], [1.7572, -2.5286, -2.0708], [-2.1801, -2.3473, 0.6550], [-1.7002, -1.0503, 1.5511], [-1.0765, -2.5471, 1.9456], [-1.7188, 2.4425, -1.7979], [-1.0235, -2.6465, -1.5554], [0.2610, -3.5940, -0.9621]],
  "mulliken_charge": [-0.563, -0.756, -0.099, -0.504, 0.608, 1.246, -0.117, -0.926, -0.625, -0.868, -0.252, -1.375, 0.212, -0.132, 0.229, 0.259, 0.411, -0.024, 0.504, 0.427, 0.255, 0.464, 0.326, 0.377, 0.319, 0.461, 0.284, 0.469, 0.391]
}

{
  "formula": "C29H33HfN3O7",
  "method": "ωB97M-V with the def2-TZVPD basis set",
  "de_lowest_ev": 0.2706,
  "largest_force_ev_per_a": 1.93,
  "gap_ev": 7.52,
  "total_energy_ev": -50721.31242,
  "multiplicity": 1,
  "species": ["Hf", "C", "N", "C", "C", "C", "N", "C", "C", "C", "C", "C", "C", "C", "O", "C", "C", "C", "N", "C", "C", "C", "C", "C", "C", "C", "O", "H", "H", "H", "H", "H", "H", "H", "H", "H", "H", "H", "H", "H", "H", "H", "H", "H", "H", "H", "H", "H", "H", "H", "H", "H", "O", "C", "O", "C", "C", "C", "C", "C", "O", "C", "C", "O", "O", "H", "H", "H", "H", "H", "H", "H", "H"],
  "xyz": [[-0.5963, -0.4421, 0.2815], [2.4497, 1.9688, -0.7964], [2.2384, 0.6485, -1.3918], [1.9820, 0.7506, -2.8346], [0.6182, 0.1711, -3.1741], [0.5731, -1.3301, -2.8144], [-0.3785, -1.5694, -1.7266], [-1.3605, -2.3613, -1.9856], [-2.6060, -2.3399, -1.2701], [-3.4713, -3.4465, -1.2629], [-4.7171, -3.3620, -0.6956], [-5.1471, -2.1343, -0.1673], [-4.3474, -1.0197, -0.2151], [-3.0385, -1.0840, -0.7432], [-2.2696, -0.0321, -0.8008], [3.3328, -0.2677, -1.0408], [2.9002, -1.4371, -0.1569], [2.5323, -1.0071, 1.2604], [1.1191, -0.6868, 1.4472], [0.8464, 0.0986, 2.7088], [-0.2310, 1.1802, 2.6889], [-0.6352, 1.6536, 3.9313], [-1.4163, 2.7859, 4.0565], [-1.7913, 3.4836, 2.9185], [-1.4100, 3.0270, 1.6720], [-0.6417, 1.8725, 1.5295], [-0.3270, 1.4433, 0.2864], [3.3857, 2.4237, -1.1522], [2.4877, 1.8845, 0.2898], [1.6156, 2.6219, -1.0385], [2.7411, 0.1940, -3.3923], [2.0438, 1.7901, -3.1684], [0.4017, 0.3194, -4.2340], [-0.1420, 0.6984, -2.5959], [1.5672, -1.6590, -2.5131], [0.2845, -1.9217, -3.6860], [-1.3155, -3.0035, -2.8692], [-3.1276, -4.3809, -1.6937], [-5.3667, -4.2261, -0.6593], [-6.1309, -2.0640, 0.2797], [-4.6757, -0.0710, 0.1889], [4.1127, 0.2845, -0.5071], [3.8031, -0.6614, -1.9471], [3.7369, -2.1381, -0.1028], [2.0553, -1.9653, -0.6068], [3.1513, -0.1561, 1.5411], [2.8046, -1.8168, 1.9537], [2.4327, 0.1122, 3.7469], [-0.3119, 1.1174, 4.8154], [-1.7275, 3.1201, 5.0372], [-2.3837, 4.3853, 3.0062], [-1.7138, 3.5398, 0.7675], [-2.9003, -0.3458, 3.7614], [-2.2717, -0.9225, 2.9070], [-2.0207, -0.4787, 1.7072], [-1.7545, -2.3349, 3.1302], [-2.0361, -3.1559, 1.8581], [-1.8690, -4.6508, 2.1196], [-0.3322, -4.7644, 2.2580], [0.1065, -3.3169, 2.0018], [-0.8790, -2.8564, 1.0341], [-0.2132, -2.4570, 3.2553], [0.7721, -1.2850, 3.4005], [1.7955, -1.6090, 4.0156], [1.9603, 0.7795, 3.2118], [-2.2541, -2.7406, 4.0057], [-2.9570, -2.8853, 1.3527], [-2.4148, -4.9629, 3.0086], [-2.2375, -5.2270, 1.2714], [-0.0151, -5.0999, 3.2434], [0.0935, -5.4374, 1.5152], [1.1136, -3.2089, 1.6129], [0.0252, -3.0294, 4.1491]],
  "mulliken_charge": [0.656, -1.428, 0.987, -1.275, -0.462, -1.207, 0.039, -0.518, 0.488, -0.394, -0.839, -0.626, -0.600, 0.901, -0.866, -1.542, -0.238, -1.542, 1.753, 0.348, -0.302, -0.455, -0.976, -0.569, -0.658, 0.928, -0.473, 0.381, 0.305, 0.432, 0.338, 0.529, 0.497, 0.222, 0.374, 0.629, 0.560, 0.488, 0.412, 0.413, 0.464, 0.452, 0.440, 0.510, -0.169, 0.587, 0.609, 0.529, 0.474, 0.412, 0.417, 0.487, -0.722, -0.410, -0.300, 0.028, -0.043, -0.818, -0.977, -0.430, -0.371, 0.181, -0.237, -0.758, -0.803, 0.709, 0.177, 0.409, 0.323, 0.342, 0.353, 0.567, 0.860]
}

{
  "formula": "C31H49NO21",
  "method": "ωB97M-V with the def2-TZVPD basis set",
  "de_lowest_ev": 0.0000,
  "largest_force_ev_per_a": 8.84,
  "gap_ev": 10.20,
  "total_energy_ev": -77426.80442,
  "multiplicity": 1,
  "species": ["C", "C", "C", "O", "C", "O", "O", "H", "H", "H", "H", "H", "H", "C", "C", "C", "O", "C", "O", "O", "H", "H", "H", "H", "H", "H", "C", "C", "C", "O", "C", "O", "O", "H", "H", "H", "H", "H", "H", "C", "C", "C", "O", "C", "O", "O", "H", "H", "H", "H", "H", "H", "C", "C", "C", "O", "C", "O", "O", "H", "H", "H", "H", "H", "H", "C", "C", "C", "O", "C", "O", "O", "H", "H", "H", "H", "H", "H", "C", "O", "C", "O", "O", "C", "H", "H", "H", "H", "H", "H", "C", "C", "C", "C", "N", "H", "H", "H", "H", "H", "H", "H"],
  "xyz": [[-2.3289, -0.3601, 1.9820], [-1.1009, 0.1519, 1.2810], [0.1891, 0.0089, 2.1820], [0.8951, -1.0541, 1.5980], [0.2441, -1.5381, 0.5120], [0.5581, -2.5641, -0.0820], [-0.7269, -0.7771, 0.2500], [-3.1989, -0.2091, 1.3470], [-2.4909, 0.1409, 2.9420], [-2.2659, -1.4291, 2.1240], [-1.1439, 1.1879, 0.9370], [-0.0239, -0.2961, 3.2300], [0.8741, 0.8799, 2.1310], [-3.2739, 0.1059, -1.8290], [-4.7329, -0.0541, -1.4710], [-5.1249, -1.2841, -0.7290], [-5.7859, -0.6941, 0.3990], [-5.8659, 0.5969, 0.3890], [-6.5279, 1.2759, 1.1630], [-5.2289, 1.0649, -0.6960], [-2.6639, 0.3599, -0.9760], [-3.1419, 0.8139, -2.6420], [-2.8569, -0.7921, -2.1770], [-5.3659, 0.0229, -2.3880], [-4.2799, -1.8761, -0.3200], [-5.7549, -1.9261, -1.3270], [4.3981, 4.2649, 4.6650], [3.1721, 3.6699, 3.9100], [3.2201, 2.1729, 4.0890], [1.9131, 1.8819, 4.4530], [1.3681, 2.9229, 4.9390], [0.2991, 2.9589, 5.5810], [1.9761, 3.9989, 4.5760], [4.5141, 3.8349, 5.6400], [4.3051, 5.3189, 4.8860], [5.2741, 4.1159, 4.1280], [3.1171, 3.9629, 2.8430], [3.9171, 1.8459, 4.8640], [3.5421, 1.6579, 3.1600], [2.9571, 1.5699, 0.1080], [2.0591, 2.7729, -0.1220], [0.6991, 2.4459, -0.7260], [-0.1789, 3.3479, -0.0010], [0.3651, 3.8509, 1.0570], [-0.1369, 4.6589, 1.8790], [1.6511, 3.4899, 1.0330], [3.4541, 1.2249, -0.7310], [2.4371, 0.7619, 0.5970], [3.7611, 1.7949, 0.8400], [2.5621, 3.3959, -0.8090], [0.5021, 1.4399, -0.5060], [0.6501, 2.4799, -1.8300], [2.4001, -2.4201, -4.3690], [1.7931, -1.9961, -2.9920], [2.5291, -0.9071, -2.2780], [1.4281, 0.0189, -2.1110], [0.3731, -0.3821, -2.7490], [-0.6279, 0.3049, -2.8800], [0.5001, -1.5071, -3.3010], [1.6861, -3.1701, -4.8140], [3.3821, -2.8991, -4.2290], [2.5381, -1.5691, -5.0080], [1.7471, -2.8561, -2.3600], [3.3391, -0.4571, -2.9010], [2.9011, -1.1101, -1.2350], [-2.6539, 3.3049, 3.2880], [-3.8949, 2.8199, 2.5170], [-5.0409, 3.7269, 2.9040], [-5.2999, 4.4279, 1.7050], [-4.5099, 3.9699, 0.7080], [-4.5939, 4.4029, -0.4130], [-3.6879, 3.0279, 1.1290], [-2.7179, 3.0739, 4.3260], [-2.2949, 4.3329, 3.0760], [-1.8009, 2.6759, 2.9530], [-4.0629, 1.7299, 2.7360], [-4.7719, 4.3039, 3.7830], [-5.8949, 3.1539, 3.1760], [7.3281, -3.5181, -3.7340], [6.0181, -3.3271, -3.3130], [5.7551, -3.5751, -2.0570], [6.7341, -4.0131, -1.1590], [4.4931, -3.4331, -1.7290], [3.9811, -3.7741, -0.4760], [8.0841, -3.4411, -2.9690], [7.5611, -2.8331, -4.5220], [7.5641, -4.4091, -4.1200], [2.9401, -3.2711, -0.3500], [4.6941, -3.4371, 0.2500], [3.9001, -4.8801, -0.3720], [-2.1069, -3.5821, -1.5840], [-3.4359, -3.9301, -2.2810], [-3.1529, -4.9701, -3.4210], [-2.3429, -4.4211, -4.5740], [-1.6829, -3.9961, -5.4170], [-2.1729, -2.7881, -0.7910], [-1.2919, -3.2331, -2.2740], [-1.5819, -4.4371, -1.0590], [-3.7689, -2.9861, -2.7190], [-4.2139, -4.1781, -1.6460], [-4.1119, -5.3661, -3.7320], [-2.6349, -5.7951, -2.9600]],
  "mulliken_charge": [-0.947, 0.297, 0.490, -0.465, 0.148, -0.605, 0.829, -0.241, 0.311, 0.546, -0.158, 0.422, -0.639, -0.974, 0.344, -0.181, -0.392, 0.606, -0.619, -0.300, -0.174, 0.572, 0.141, 0.401, 0.130, 0.281, -1.738, 0.929, -0.323, -0.346, 0.787, -0.684, -0.337, 0.423, 0.372, 0.455, 0.059, 0.383, 0.114, -1.395, 0.341, 0.984, -0.389, 0.629, -0.598, -0.294, 0.435, 0.139, 0.399, 0.507, -0.978, 0.368, -1.546, 0.678, -0.307, -0.243, 0.502, -0.641, -0.368, 0.318, 0.247, 0.444, 0.233, 0.388, 0.253, -1.430, 0.969, -0.456, -0.379, 0.400, -0.603, 0.051, 0.558, 0.463, -0.217, -0.026, 0.348, 0.285, -0.922, -0.262, 0.710, -0.658, -0.145, -0.741, 0.373, 0.297, 0.397, 0.215, 0.401, 0.305, 0.034, -0.579, -0.842, 0.355, -0.472, -0.479, -0.057, 0.468, 0.191, 0.693, 0.394, 0.338]
}